No. 1
Density functional theory data (wB97M-V/def2-TZVPD) for a molecular structure, C3H10O4 in a non-equilibrium geometry.

Computed properties:
Kohn-Sham gap = 10.264 eV
Energy above the lowest of the compared OMol25 structures with the same formula, charge and spin = 93.9 kJ/mol
Charge = 0
E_HOMO = -10.028 eV

Last column: Löwdin charge in e.
Positions of all 17 atoms, in Å:
1 H 1.159267 1.332972 -0.066947  0.1484
2 O 0.554941 2.111101 -0.941158  -0.0228
3 O 1.392447 0.236207 0.527289  0.0233
4 H 0.522718 1.564261 -1.808416  0.0777
5 H -0.303705 1.783875 -0.539563  0.0683
6 C 0.226770 -0.167862 0.894584  -0.6517
7 O -0.773018 0.500913 0.615541  0.0022
8 C 0.166636 -1.407460 1.621677  -0.2178
9 H 1.087096 -2.014565 1.702765  0.1368
10 H -0.237056 -0.986491 2.619202  0.1669
11 C -0.917543 -2.274643 1.203421  -0.1383
12 H -1.923624 -1.614470 1.035182  0.1355
13 H -0.679362 -2.681980 0.238248  0.0641
14 H -1.163096 -3.058120 1.946250  0.0825
15 O -0.479242 0.699017 -2.850012  -0.0144
16 H -0.224439 0.532005 -3.785965  0.0981
17 H -0.653990 -0.135594 -2.472127  0.0413

Atoms 1-6, force components in eV/Å:
H 0.4 -1.8 0.1
O -0.2 -1.2 -0.5
O 0.6 1.9 -0.7
H 0.1 1.1 1.4
H 0.4 0.4 0.1
C 0.8 1.8 -1.8



No. 2
Density functional theory data (wB97M-V/def2-TZVPD) for a molecular structure, C31H87Br2F4N7O16P3S in a non-equilibrium geometry.

Computed properties:
Kohn-Sham gap = 7.550 eV
Energy above the lowest of the compared OMol25 structures with the same formula, charge and spin = 0.0 kJ/mol
Charge = +1
E_HOMO = -10.231 eV

Last column: Löwdin charge in e.
Positions of all 151 atoms, in Å:
1 C -1.101377 -2.063317 3.034221  -0.0189
2 C 0.051252 -1.395765 2.265599  -0.1759
3 O 0.344403 -2.241200 1.136269  -0.0744
4 C 0.890701 -1.822646 -0.038563  -0.4598
5 O -0.148602 -1.527509 -0.950589  -0.2326
6 C -1.299090 -0.852292 -0.448718  -0.1565
7 C -2.406107 -0.842381 -1.527684  -0.2847
8 C -2.610515 0.538685 -2.161504  -0.0674
9 C -3.730137 -1.303921 -0.874039  -0.3901
10 C -3.679161 -2.757269 -0.393863  -0.0518
11 C -4.197362 -0.385865 0.251501  -0.0605
12 C 1.787767 -0.540033 0.006447  -0.2091
13 C 2.814977 -0.511192 1.169625  -0.0746
14 C 2.729797 0.632416 2.224829  -0.6052
15 N 3.856070 1.586693 2.022226  0.0630
16 N 1.487372 1.365335 2.240249  0.0923
17 N 2.894187 -0.022033 3.544005  0.0820
18 C 2.270696 -0.137384 -1.419233  -0.6722
19 Br 0.868323 0.994226 -2.252778  0.9197
20 P 3.571442 1.292328 -1.474191  0.8265
21 N 2.769227 2.444368 -0.484275  -0.1806
22 O 4.879039 0.794878 -0.597533  -0.3219
23 C 2.668110 -1.330376 -2.382291  -0.4682
24 N 4.075279 -0.990484 -2.715516  -0.0570
25 C 4.641289 -0.848119 -3.778009  -0.8528
26 S 5.425454 -0.843739 -5.120088  0.8269
27 P 1.788596 -1.278085 -4.070463  0.6858
28 N 0.258068 -1.559628 -4.212529  -0.2718
29 N 2.777580 -2.722201 -1.630604  -0.1947
30 C 4.124287 -2.711054 -0.907084  -0.0153
31 P 3.142867 -3.967684 -2.977904  0.7768
32 O 3.820770 -5.159137 -2.473253  -0.3182
33 C 1.624020 -3.102583 -0.716775  -0.3768
34 Br 0.227408 -4.047684 -1.778045  1.0259
35 C 1.915807 -4.206620 0.413553  -0.4465
36 F 2.567734 -3.630509 1.458782  0.1144
37 F 0.726891 -4.650945 0.871469  0.0602
38 C 2.641959 -5.580118 0.225163  -0.3055
39 F 3.995264 -5.511266 0.157267  0.0568
40 F 2.132148 -6.327589 -0.760061  0.0792
41 H -1.973449 -1.406926 3.005802  0.0789
42 H -1.378836 -2.994276 2.546606  0.0617
43 H -0.843776 -2.205338 4.079503  0.0574
44 H -0.270930 -0.407554 1.950760  0.0924
45 H 0.914867 -1.331467 2.923572  0.0982
46 H -1.709866 -1.298234 0.453079  0.1005
47 H -1.057584 0.185134 -0.195223  0.0900
48 H -2.146592 -1.601673 -2.270413  0.1273
49 H -2.425622 1.349769 -1.458566  0.0751
50 H -3.632070 0.616213 -2.538645  0.0841
51 H -1.953284 0.658379 -3.024115  0.0354
52 H -4.503986 -1.251070 -1.648588  0.1344
53 H -4.680402 -3.152539 -0.224609  0.0832
54 H -3.099453 -3.406021 -1.053067  0.0696
55 H -3.187969 -2.800667 0.585916  0.0705
56 H -3.559583 -0.452030 1.139536  0.0754
57 H -4.259969 0.659053 -0.044808  0.0638
58 H -5.193540 -0.687040 0.580783  0.0787
59 H 1.040861 0.222350 0.238006  0.0914
60 H 3.860780 -0.559423 0.879877  0.0862
61 H 2.655027 -1.436821 1.721127  0.0937
62 H 4.710787 1.089028 2.254490  0.0787
63 H 3.771222 2.328624 2.712054  0.0869
64 H 0.962880 1.238010 3.096148  0.0961
65 H 1.669644 2.355838 2.129904  0.0805
66 H 3.563924 -0.780130 3.500811  0.0818
67 H 3.201725 0.673445 4.212315  0.0840
68 H 3.442193 2.881319 0.139241  0.0289
69 H 2.454218 3.171529 -1.126742  -0.0004
70 H 5.200345 1.523999 -0.046115  0.0276
71 H 2.505123 -2.135395 -4.929838  -0.0033
72 H 2.121207 0.009141 -4.531351  0.0158
73 H -0.180535 -1.748106 -3.315445  -0.0838
74 H 4.156729 -3.463718 -0.133642  0.0666
75 H 4.288833 -1.773284 -0.394785  0.0872
76 H 4.934826 -2.977095 -1.575517  0.1004
77 H 1.973358 -4.124566 -3.720503  -0.0060
78 H 4.022903 -3.226572 -3.779429  0.0241
79 H 2.429420 -6.105068 1.161178  0.1788
80 C -8.017370 0.486880 -0.739853  -0.1382
81 O -6.827940 1.267313 -0.588097  -0.1350
82 H -7.915836 -0.397289 -0.114707  0.0771
83 H -8.890367 1.058206 -0.413844  0.0860
84 H -8.151174 0.170126 -1.774849  0.0634
85 H -6.915646 2.047930 -1.141229  0.0763
86 C 7.976869 1.458170 -0.139856  -0.1565
87 O 7.483069 1.366001 1.196939  -0.1325
88 H 7.625792 2.402710 -0.549814  0.0809
89 H 9.068069 1.448696 -0.166348  0.0816
90 H 7.587040 0.638929 -0.747983  0.0687
91 H 7.790372 0.534294 1.567835  0.0771
92 C 2.208269 5.391123 -3.868438  -0.1359
93 O 2.970689 4.413404 -3.155086  -0.1589
94 H 1.167970 5.278045 -3.574280  0.0735
95 H 2.550686 6.392763 -3.607146  0.0650
96 H 2.292618 5.237113 -4.946487  0.0803
97 H 3.890469 4.506581 -3.415289  0.0731
98 C -1.721804 -5.860585 3.422769  -0.1531
99 O -2.644841 -4.806696 3.667362  -0.1305
100 H -0.763582 -5.402609 3.183138  0.0617
101 H -1.600130 -6.494840 4.304658  0.0782
102 H -2.038607 -6.477769 2.577899  0.0801
103 H -3.495707 -5.200791 3.878711  0.0794
104 C 0.648604 7.651730 -1.404890  -0.1430
105 O 1.972751 8.015463 -1.793458  -0.1333
106 H 0.560660 6.570001 -1.462683  0.0695
107 H 0.456735 7.976120 -0.378865  0.0636
108 H -0.082126 8.108904 -2.076536  0.0825
109 H 2.032678 8.973093 -1.739865  0.0763
110 C -9.426923 -1.149347 -4.523871  -0.1578
111 O -8.867595 -1.785223 -3.379062  -0.1338
112 H -9.657633 -0.123368 -4.246853  0.0742
113 H -8.719524 -1.139850 -5.357094  0.0759
114 H -10.348304 -1.643669 -4.840279  0.0770
115 H -8.662392 -2.692910 -3.617746  0.0732
116 C -2.228997 3.102990 1.290923  -0.1344
117 O -1.390405 1.968194 1.495660  -0.1476
118 H -3.259811 2.767375 1.378753  0.0753
119 H -2.040778 3.874122 2.041613  0.0774
120 H -2.078468 3.527986 0.294542  0.0768
121 H -0.472611 2.249153 1.419753  0.0377
122 C -2.500488 3.234349 -5.036800  -0.1503
123 O -1.211122 2.857675 -4.563834  -0.1543
124 H -2.696641 4.242559 -4.680372  0.0789
125 H -2.536761 3.232038 -6.128696  0.0789
126 H -3.273002 2.564708 -4.649231  0.0699
127 H -1.035856 1.965815 -4.879812  0.0573
128 C -0.326653 -1.604521 7.240191  -0.1506
129 O 0.521197 -1.802934 6.111083  -0.1440
130 H -0.442513 -0.532325 7.375550  0.0781
131 H -1.311446 -2.049607 7.077015  0.0774
132 H 0.114468 -2.029991 8.144516  0.0764
133 H 0.625394 -2.751069 5.991860  0.0703
134 C -7.975850 0.718315 3.706193  -0.1562
135 O -8.478315 0.180930 2.489654  -0.1286
136 H -8.544503 0.274220 4.519492  0.0771
137 H -6.918223 0.474091 3.840086  0.0738
138 H -8.100065 1.803966 3.740797  0.0765
139 H -7.977005 0.572059 1.768444  0.0316
140 C 7.733057 -4.527977 0.868751  -0.1322
141 O 6.456849 -3.940358 0.608243  -0.1356
142 H 8.405479 -3.730480 1.173713  0.0772
143 H 7.666923 -5.262888 1.673183  0.0817
144 H 8.133339 -5.006953 -0.026929  0.0822
145 H 5.874684 -4.658874 0.345423  0.0396
146 C -0.749411 8.152503 2.897780  -0.1566
147 O 0.002784 6.943065 2.824598  -0.1367
148 H -1.791130 7.889396 3.059708  0.0786
149 H -0.405661 8.771109 3.729743  0.0778
150 H -0.667210 8.717811 1.965703  0.0655
151 H 0.923055 7.179783 2.682987  0.0671

Atoms 1-6, force components in eV/Å:
C 0.0 0.5 -0.5
C -0.6 -0.1 0.6
O 0.6 -0.4 0.1
C -0.4 1.0 -0.6
O 0.4 -0.2 -0.2
C -0.6 0.9 -0.3



No. 3
Density functional theory data (wB97M-V/def2-TZVPD) for 8 unconnected molecules or ions with the total composition C35H47FN9O8P in a non-equilibrium geometry.

Computed properties:
SMILES = C[C@@H](O)CN(CP(=O)(O)O)C(=O)OC(=O)NC(=O)F.c1cc[nH]c1.c1cc[nH]c1.c1cc[nH]c1.c1cc[nH]c1.c1cc[nH]c1.c1cc[nH]c1.c1cc[nH]c1
Kohn-Sham gap = 7.879 eV
Energy above the lowest of the compared OMol25 structures with the same formula, charge and spin = 0.0 kJ/mol
Charge = 0
E_HOMO = -8.182 eV

Last column: Löwdin charge in e.
Positions of all 101 atoms, in Å:
1 C 0.052902 0.587702 4.388677  -0.0452
2 C -1.501918 0.471726 4.425015  -0.3794
3 O -2.009066 0.873734 3.152840  -0.0497
4 C -2.043034 -0.909838 4.928031  -0.1053
5 N -2.457180 -1.827536 3.827289  -0.0771
6 C -3.859853 -1.556015 3.377565  -0.1377
7 P -4.974371 -3.018658 3.136550  0.5248
8 O -6.162635 -2.514675 2.387135  -0.3147
9 O -4.318638 -4.205688 2.235657  -0.1292
10 O -5.584004 -3.578556 4.568476  -0.1493
11 C -2.265508 -3.154025 4.339714  -0.4999
12 O -2.663681 -3.592971 5.352457  0.2103
13 O -1.455157 -4.010116 3.520984  0.1287
14 C -0.255984 -3.381887 3.219170  -0.4739
15 O -0.155175 -2.713142 2.248092  0.1662
16 N 0.902955 -3.566277 4.037707  0.2126
17 C 2.017354 -2.899148 3.427576  -0.5399
18 O 2.418122 -1.871338 3.791939  0.1918
19 F 2.613907 -3.467218 2.363287  0.1520
20 H 0.551548 0.374633 5.357199  0.0900
21 H 0.285240 1.655341 4.141490  0.0954
22 H 0.469452 -0.004310 3.536552  0.0779
23 H -1.856677 1.242702 5.158914  0.1450
24 H -1.272969 0.961747 2.529785  0.0733
25 H -2.849004 -0.799920 5.690300  0.1352
26 H -1.196073 -1.422969 5.453672  0.1278
27 H -4.327819 -0.875405 4.122333  0.1218
28 H -3.812719 -1.038262 2.390932  0.1164
29 H -4.931972 -4.402467 1.501419  0.0935
30 H -6.412511 -3.082005 4.706324  0.0877
31 H 0.786503 -3.199732 4.983536  0.1558
32 C -1.121346 -0.862386 -2.419413  -0.1035
33 C -1.441258 0.452355 -1.993275  -0.1221
34 C -1.420424 0.454354 -0.621687  -0.1459
35 N -1.104877 -0.809017 -0.204443  0.0193
36 C -0.916447 -1.615782 -1.292937  -0.1261
37 H -1.048369 -1.215130 -3.435902  0.0921
38 H -1.661053 1.301760 -2.621031  0.0675
39 H -1.603741 1.243832 0.090024  0.1014
40 H -1.022726 -1.101042 0.756450  0.1097
41 H -0.654383 -2.653930 -1.171600  0.1109
42 C -1.149297 5.751340 -3.920590  -0.1107
43 C -0.590811 5.542654 -5.207938  -0.1141
44 C -0.894223 4.259625 -5.581904  -0.1499
45 N -1.611665 3.682704 -4.567081  0.0085
46 C -1.775160 4.587811 -3.553093  -0.1369
47 H -1.098870 6.653401 -3.331389  0.0945
48 H -0.030495 6.254258 -5.794117  0.0914
49 H -0.662487 3.708153 -6.479123  0.1045
50 H -1.964162 2.741092 -4.567171  0.1340
51 H -2.319932 4.325835 -2.660599  0.1083
52 C 2.383046 -0.237243 -6.710072  -0.1144
53 C 3.180594 0.558146 -5.846224  -0.1093
54 C 2.392806 1.582428 -5.390476  -0.1363
55 N 1.150967 1.439848 -5.949023  0.0057
56 C 1.136004 0.329346 -6.750845  -0.1464
57 H 2.689379 -1.124878 -7.240314  0.0894
58 H 4.214932 0.396566 -5.587966  0.0912
59 H 2.607340 2.399503 -4.719668  0.1013
60 H 0.371017 2.054589 -5.794222  0.0917
61 H 0.242135 0.041035 -7.280053  0.1022
62 C 6.121719 -4.513006 6.602746  -0.1106
63 C 5.951679 -3.284776 7.293909  -0.1106
64 C 4.798924 -2.709861 6.827952  -0.1378
65 N 4.267788 -3.541306 5.878522  0.0054
66 C 5.066363 -4.645180 5.739534  -0.1370
67 H 6.926756 -5.219586 6.726085  0.0911
68 H 6.601716 -2.870606 8.047937  0.0910
69 H 4.312105 -1.783836 7.087170  0.1057
70 H 3.423893 -3.368298 5.364553  0.0957
71 H 4.815078 -5.425191 5.039282  0.1063
72 C 2.774353 9.496498 -3.733156  -0.1150
73 C 3.333281 9.288231 -5.020427  -0.1151
74 C 3.030277 8.004713 -5.393968  -0.1420
75 N 2.313682 7.428072 -4.380523  0.0063
76 C 2.149352 8.332790 -3.366891  -0.1472
77 H 2.823992 10.397801 -3.143183  0.0890
78 H 3.893578 9.999337 -5.606315  0.0890
79 H 3.262761 7.452643 -6.290096  0.1052
80 H 1.961704 6.485696 -4.380724  0.1150
81 H 1.604468 8.069925 -2.474512  0.1037
82 C -4.615265 -7.938001 -1.934984  -0.1127
83 C -5.889289 -7.752954 -1.337973  -0.1131
84 C -5.683927 -7.506800 -0.005578  -0.1504
85 N -4.334382 -7.540378 0.226062  -0.0028
86 C -3.676586 -7.797553 -0.946290  -0.1437
87 H -4.410605 -8.148945 -2.972411  0.0903
88 H -6.847673 -7.795084 -1.830322  0.0907
89 H -6.378295 -7.312448 0.795986  0.1047
90 H -3.895263 -7.397507 1.118804  0.1408
91 H -2.601002 -7.859417 -0.974627  0.1044
92 C 3.909882 3.365431 -0.526532  -0.1127
93 C 3.441536 4.472310 -1.280327  -0.1124
94 C 2.232960 4.115000 -1.820196  -0.1536
95 N 1.955316 2.834412 -1.425744  0.0105
96 C 2.970059 2.372437 -0.632892  -0.1423
97 H 4.830754 3.304428 0.031266  0.0894
98 H 3.934330 5.422942 -1.411471  0.0900
99 H 1.547079 4.659267 -2.451161  0.0894
100 H 1.132002 2.313000 -1.678990  0.1283
101 H 2.936373 1.379147 -0.215448  0.1044

Atoms 1-6, force components in eV/Å:
C -0.3 0.6 -0.5
C 0.7 0.8 0.6
O -0.1 -0.4 0.1
C 0.7 -0.1 0.0
N 0.1 -0.3 0.9
C 1.1 -0.6 -0.2



Q: What is the formula in the third record?
A: C35H47FN9O8P